13
Properties=species:S:1:pos:R:3:forces:R:3 method="wB97M-V/def2-TZVPD" relative_energy_kcal_mol=34.6 fmax_ev_per_a=1.83 charge=-1 homo_ev=-2.66 e_tot_ev=-15565.543 multiplicity=1 orbital_gap_ev=6.881
C -1.059233 -1.705398 -0.589275 -0.346 -0.241 -0.064
C -0.301352 -0.857013 0.104491 0.161 0.492 1.452
N -0.592983 -0.011604 1.233886 0.559 -1.426 -0.708
C 0.241611 1.208674 1.144735 -0.637 -0.118 -0.893
H -2.024252 -2.128895 -0.287355 0.080 0.669 -0.252
H -0.657927 -1.931359 -1.579035 -0.028 -0.599 0.449
H 0.752423 -0.791917 -0.191003 -0.640 0.463 -0.131
H -1.585811 0.166248 1.334067 0.226 0.111 -0.142
H 0.015376 1.902090 1.966306 0.197 -0.280 -0.137
H 1.304700 0.910571 1.090638 -0.570 0.307 0.355
H 0.017602 1.663608 0.151646 0.350 0.294 0.857
S 1.609635 0.883537 -1.593169 1.033 0.149 -1.500
H 2.280209 0.691454 -2.785936 -0.385 0.180 0.717

***

13
Properties=species:S:1:pos:R:3:forces:R:3 method="wB97M-V/def2-TZVPD" relative_energy_kcal_mol=76.7 fmax_ev_per_a=3.77 charge=+1 homo_ev="-12.99 / -12.71" e_tot_ev=-15555.334 multiplicity=1 orbital_gap_ev="8.273 / 8.081"
C -0.429240 -0.063283 0.691010 -0.488 1.988 -0.124
C 1.252665 -0.123544 -0.581580 -0.465 1.017 3.005
C -1.728495 0.492735 0.157094 -0.630 -1.822 -3.242
N 0.373515 -1.039282 0.021282 -1.011 -2.173 -0.418
S 2.737092 0.211115 0.125032 1.101 0.742 0.140
H -0.248487 0.190877 1.753127 0.770 -0.565 -0.970
H 1.009774 0.298053 -1.463080 -1.265 1.008 -2.757
H -2.061613 0.130010 -0.908028 1.330 0.385 1.463
H -1.776934 1.556268 0.037378 0.317 0.657 0.432
H -2.637729 0.155097 0.639071 0.135 -0.042 1.092
H 0.893844 -1.647778 0.626511 0.039 -0.763 0.694
H -0.101048 -1.618934 -0.680411 -0.249 -0.080 0.304
H 2.716657 1.458671 -0.417407 0.417 -0.353 0.380